Record 1
C41H52N6O17 | ωB97M-V with the def2-TZVPD basis set

Element x y z (Å)
O -1.432 0.346 1.193
C -0.596 -0.183 0.173
C -0.629 0.478 -1.323
O -0.236 1.844 -1.614
H -0.981 -1.202 0.116
H 0.463 -0.332 0.381
H -1.661 0.408 -1.668
H -0.126 -0.288 -1.913
C -1.081 -0.522 4.812
C -0.490 -0.454 6.123
C 0.246 -1.540 6.672
C 0.493 -2.660 5.914
C -0.107 -2.723 4.627
C -0.775 -1.669 4.057
O -1.310 -1.872 2.782
O 0.658 -1.429 7.882
H -1.732 0.253 4.435
H -0.734 0.429 6.695
H 1.057 -3.513 6.263
H 0.232 -3.578 4.061
H -1.396 -1.026 2.336
H 0.323 -2.101 8.481
C 1.310 1.720 3.390
C 2.185 1.793 4.551
C 2.293 2.964 5.268
C 1.634 4.098 4.780
C 0.889 4.115 3.620
C 0.668 2.871 3.011
O -0.409 2.700 2.215
O 3.198 3.047 6.299
H 1.173 0.911 2.688
H 2.833 0.992 4.876
H 1.919 5.063 5.173
H 0.224 4.848 3.188
H -0.635 1.781 2.054
H 4.081 2.891 5.957
C 1.311 1.719 -4.929
C 1.167 1.298 -6.239
C 1.886 0.284 -6.841
C 2.904 -0.235 -6.097
C 3.008 0.062 -4.716
C 2.190 0.989 -4.118
O 2.254 1.305 -2.754
O 1.654 0.030 -8.169
H 0.749 2.451 -4.368
H 0.459 1.788 -6.892
H 3.364 -1.140 -6.465
H 3.655 -0.553 -4.107
H 1.385 1.572 -2.447
H 2.453 -0.372 -8.519
C -2.420 1.718 -4.915
C -3.153 1.352 -6.070
C -4.528 1.749 -6.154
C -5.036 2.513 -5.118
C -4.348 2.907 -4.017
C -3.056 2.494 -3.918
O -2.343 2.843 -2.902
O -5.253 1.353 -7.197
H -1.354 1.710 -4.747
H -2.721 0.916 -6.959
H -6.086 2.766 -5.124
H -4.737 3.526 -3.222
H -1.553 2.323 -2.742
H -6.106 1.791 -7.251
C -2.694 -4.282 0.714
C -3.662 -5.276 0.522
C -3.173 -6.469 -0.100
C -1.810 -6.617 -0.512
C -0.931 -5.618 -0.171
C -1.373 -4.538 0.476
O -0.447 -3.614 0.813
O -4.054 -7.378 -0.538
H -2.953 -3.342 1.178
H -4.662 -5.245 0.927
H -1.487 -7.428 -1.148
H 0.139 -5.680 -0.300
H -0.685 -2.794 1.253
H -3.640 -7.696 -1.344
C 3.337 5.486 1.293
C 2.272 5.468 0.413
C 1.987 4.253 -0.254
C 2.597 3.053 0.108
C 3.655 3.123 1.066
C 4.015 4.359 1.659
O 5.113 4.474 2.489
O 1.003 4.226 -1.080
H 3.764 6.420 1.627
H 1.721 6.354 0.135
H 2.209 2.177 -0.390
H 4.082 2.181 1.376
H 5.125 5.370 2.832
H 0.779 3.293 -1.117
C 3.720 -1.349 1.627
O 4.821 -1.845 1.676
N 3.306 -0.637 0.548
N 2.800 -1.455 2.562
H 3.863 -0.753 -0.286
H 2.320 -0.428 0.476
H 1.848 -1.142 2.434
H 2.985 -2.218 3.198
C 1.765 -3.627 -2.228
O 1.912 -4.796 -2.210
N 2.145 -2.925 -3.236
N 1.283 -2.935 -1.253
H 1.899 -1.965 -3.431
H 2.473 -3.596 -3.916
H 0.922 -2.028 -1.515
H 1.012 -3.435 -0.419
C -5.046 -1.001 1.647
O -6.036 -1.662 1.500
N -4.587 -0.067 0.886
N -4.291 -1.261 2.663
H -3.584 0.032 0.957
H -5.066 0.143 0.022
H -4.612 -2.092 3.138
H -3.375 -0.836 2.677

Output
Total charge: -2
LUMO level (eV): 3.6
M (g mol⁻¹): 900.9
Spin multiplicity: 1
HOMO (eV): -2.998


Record 2
CHNP2S2 | ωB97M-V with the def2-TZVPD basis set

Element x y z (Å)
C 1.314 -2.055 -2.065
N 0.623 0.047 0.572
P 1.591 -0.924 -0.095
P 2.462 -1.019 -3.058
S 0.642 -1.738 -3.745
S 2.912 -2.879 -2.315
H -0.106 0.729 0.313

Output
Energy above the lowest of the compared OMol25 structures with the same formula, charge and spin (eV): 1.8293
LUMO level (eV): -0.8
M (g mol⁻¹): 153.1
Spin multiplicity: 1
HOMO (eV): -8.681


Record 3
C45H60BBr2N8RhTe | ωB97M-V with the def2-TZVPD basis set

Element x y z (Å)
Rh -0.145 0.466 -0.149
C 1.225 4.614 1.523
C 1.846 3.216 1.486
C 3.274 3.279 2.037
C 1.009 2.242 2.257
C 0.932 2.186 3.643
C 0.027 1.186 3.946
C -0.327 0.730 5.336
C -1.763 1.052 5.756
C 0.041 -0.735 5.576
N -0.415 0.676 2.781
N 0.198 1.305 1.734
B -1.524 -0.357 2.509
N -0.918 -1.586 1.819
N -0.110 -1.425 0.738
C 0.354 -2.640 0.403
C -0.172 -3.582 1.283
C -0.976 -2.883 2.165
C -1.868 -3.410 3.251
C -1.413 -4.788 3.722
C -3.314 -3.448 2.744
C 1.326 -2.949 -0.697
C 2.668 -3.392 -0.106
C 0.764 -4.008 -1.648
N -2.558 0.270 1.554
N -2.186 0.612 0.286
C -3.300 1.029 -0.347
C -4.382 0.927 0.517
C -3.878 0.458 1.717
C -4.628 0.248 2.999
C -5.971 -0.435 2.741
C -4.827 1.599 3.696
C -3.387 1.528 -1.758
C -4.371 0.687 -2.577
C -3.822 2.998 -1.788
H 1.857 5.327 0.992
H 0.226 4.643 1.087
H 1.136 4.954 2.555
H 1.900 2.868 0.455
H 3.283 3.743 3.023
H 3.728 2.292 2.141
H 3.905 3.885 1.386
H 1.467 2.798 4.349
H 0.325 1.332 5.973
H -2.492 0.446 5.221
H -1.881 0.849 6.821
H -1.996 2.103 5.589
H -0.617 -1.408 5.027
H 1.069 -0.941 5.274
H -0.052 -0.970 6.636
H -2.039 -0.678 3.522
H 0.020 -4.641 1.283
H -1.824 -2.724 4.098
H -1.495 -5.524 2.920
H -0.381 -4.774 4.072
H -2.045 -5.127 4.541
H -3.405 -4.140 1.904
H -3.985 -3.784 3.534
H -3.645 -2.463 2.408
H 1.502 -2.048 -1.271
H 2.554 -4.314 0.466
H 3.392 -3.580 -0.901
H 3.076 -2.635 0.566
H 0.604 -4.954 -1.129
H -0.193 -3.699 -2.072
H 1.462 -4.195 -2.465
H -5.406 1.177 0.300
H -4.033 -0.395 3.648
H -6.622 0.196 2.134
H -5.849 -1.390 2.229
H -6.482 -0.617 3.686
H -5.455 2.252 3.086
H -5.320 1.459 4.658
H -3.877 2.106 3.867
H -2.404 1.427 -2.215
H -5.386 0.808 -2.196
H -4.370 1.010 -3.619
H -4.139 -0.378 -2.544
H -4.832 3.094 -1.387
H -3.179 3.641 -1.187
H -3.840 3.376 -2.812
Br -0.494 -1.803 -6.383
C -0.421 -1.275 -4.595
C -1.524 -1.430 -3.768
C -1.433 -0.987 -2.462
N -0.328 -0.417 -1.983
C 0.774 -0.336 -2.760
C 0.755 -0.743 -4.078
C 1.997 0.081 -2.039
C 3.250 0.129 -2.614
C 4.351 0.353 -1.795
Br 6.056 0.471 -2.543
C 4.171 0.473 -0.425
C 2.881 0.438 0.074
N 1.820 0.289 -0.716
H -2.439 -1.879 -4.128
H -2.261 -1.070 -1.772
H 1.632 -0.660 -4.703
H 3.384 -0.002 -3.678
H 5.009 0.602 0.245
H 2.677 0.541 1.131
C -0.575 2.486 -3.409
Te -0.217 2.869 -1.328
C 1.788 3.311 -1.951
C 1.863 3.073 -3.436
C 3.070 3.248 -4.112
C 3.144 3.017 -5.474
C 2.008 2.621 -6.175
C 0.807 2.457 -5.508
C 0.732 2.676 -4.133
H -1.341 3.185 -3.744
H -0.963 1.478 -3.529
H 2.485 2.678 -1.409
H 1.995 4.347 -1.680
H 3.950 3.571 -3.568
H 4.081 3.161 -5.995
H 2.059 2.455 -7.243
H -0.081 2.163 -6.056

Output
Total charge: +2
Energy above the lowest of the compared OMol25 structures with the same formula, charge and spin (eV): 0.0000
LUMO level (eV): -6.3
M (g mol⁻¹): 1114.2
Spin multiplicity: 1
HOMO (eV): -13.750


Record 4
C23H44CrNOP3 | ωB97M-V with the def2-TZVPD basis set

Element x y z (Å)
Cr -0.034 -0.333 0.630
P -1.790 -1.863 0.835
P 1.392 -1.093 2.464
P 1.141 -1.569 -1.697
H -0.691 4.814 -3.562
C -0.881 4.004 -4.290
C -2.034 3.335 -4.431
H -2.946 3.550 -3.866
C -3.183 -1.207 1.800
C -1.419 -3.483 1.588
C -2.441 -2.258 -0.820
C 2.900 -0.065 2.682
C 0.465 -0.855 4.035
C 1.951 -2.842 2.557
C 1.156 -2.001 -3.438
C 1.361 -3.127 -0.834
C 2.593 -0.554 -1.360
H -0.080 3.852 -5.049
H -2.148 2.661 -5.287
H -3.760 -0.497 1.191
H -2.825 -0.701 2.708
H -3.837 -2.042 2.090
H -1.006 -3.351 2.596
H -0.697 -4.052 0.989
H -2.357 -4.050 1.652
H -2.491 -1.351 -1.438
H -3.439 -2.703 -0.700
H -1.773 -2.986 -1.305
H 3.643 -0.543 3.346
H 2.631 0.916 3.099
H 3.356 0.095 1.694
H 0.808 -1.545 4.825
H -0.603 -1.031 3.847
H 0.579 0.178 4.390
H 3.042 -2.908 2.686
H 1.695 -3.345 1.619
H 1.455 -3.390 3.372
H 1.572 -3.017 -3.519
H 1.779 -1.285 -3.985
H 0.133 -1.972 -3.824
H 1.538 -3.917 -1.579
H 0.482 -3.426 -0.241
H 2.244 -3.065 -0.178
H 3.294 -0.752 -2.182
H 3.042 -0.849 -0.400
H 2.341 0.512 -1.349
C -0.938 1.198 -2.639
C 0.210 2.033 -2.368
C 1.217 2.163 -3.308
C 1.055 1.630 -4.608
C -0.126 0.938 -4.927
C -1.091 0.674 -3.973
O -1.742 0.843 -1.702
H -0.098 -0.818 -1.572
H 0.228 2.562 -1.424
H 2.081 2.769 -3.038
H 1.847 1.789 -5.368
H -0.351 0.667 -5.967
H -2.017 0.164 -4.212
N -1.126 1.500 1.070
C -0.715 2.098 2.327
C 0.581 2.594 2.446
C 1.039 3.010 3.706
C 0.196 2.954 4.820
C -1.107 2.463 4.671
C -1.590 2.054 3.423
H -1.001 2.137 0.276
H -2.113 1.238 1.051
H 1.220 2.676 1.553
H 2.054 3.383 3.791
H 0.553 3.277 5.798
H -1.794 2.393 5.523
H -2.631 1.721 3.290

Output
Total charge: +3
Energy above the lowest of the compared OMol25 structures with the same formula, charge and spin (eV): 0.4748
LUMO level (spin up / spin down) (eV): -12.0 / -11.3
M (g mol⁻¹): 495.5
Expectation value of S²: 3.861
Spin multiplicity: 4
HOMO (spin up / spin down) (eV): -15.564 / -15.136


Record 5
H2NO3S2 | ωB97M-V with the def2-TZVPD basis set

Element x y z (Å)
N -1.957 0.427 0.333
O 0.739 -1.584 0.126
O 2.019 -0.388 -1.674
O 2.269 0.228 0.758
S -1.077 1.604 -0.569
S 1.412 -0.367 -0.263
H -1.641 -0.524 -0.041
H -1.765 0.604 1.332

Output
Total charge: -1
Energy above the lowest of the compared OMol25 structures with the same formula, charge and spin (eV): 0.4526
LUMO level (spin up / spin down) (eV): 3.6 / 2.0
M (g mol⁻¹): 128.2
Expectation value of S²: 2.007
Spin multiplicity: 3
HOMO (spin up / spin down) (eV): -3.058 / -5.175


Record 6
C4H12S2 | ωB97M-V with the def2-TZVPD basis set

Element x y z (Å)
S -0.943 -1.956 1.067
C -2.128 -2.477 -1.304
C -1.043 -1.497 -0.690
H -0.913 -0.684 1.519
H -3.141 -2.128 -1.042
H -1.989 -3.493 -0.898
H -2.045 -2.524 -2.403
H -0.078 -1.710 -1.188
H -1.273 -0.426 -0.847
S -0.214 1.414 1.102
C 2.352 2.231 0.966
C 1.341 1.293 0.197
H -0.652 2.653 0.792
H 2.592 1.891 1.987
H 1.901 3.236 1.026
H 3.290 2.301 0.389
H 1.316 1.652 -0.850
H 1.629 0.225 0.180

Output
Energy above the lowest of the compared OMol25 structures with the same formula, charge and spin (eV): 0.6129
LUMO level (eV): 0.7
M (g mol⁻¹): 124.3
Spin multiplicity: 1
HOMO (eV): -8.721
SMILES string: CCS.CCS


Record 7
C25H26NOPSTc | ωB97M-V with the def2-TZVPD basis set

Element x y z (Å)
Tc 0.949 -0.092 -2.218
C 1.730 -2.956 1.215
C 2.159 -1.732 1.912
C 2.937 -1.867 3.099
C 3.500 -0.783 3.685
C 3.340 0.501 3.078
C 2.526 0.673 1.941
C 1.868 -0.395 1.393
P 0.596 -0.020 0.115
C -0.858 -1.088 0.389
C -1.725 -0.767 1.442
C -2.879 -1.495 1.668
C -3.183 -2.561 0.833
C -2.326 -2.891 -0.204
C -1.154 -2.177 -0.451
C -0.301 -2.668 -1.603
C 0.188 1.718 0.348
C -0.335 2.292 1.514
C -0.638 3.639 1.542
C -0.398 4.423 0.414
C 0.186 3.870 -0.713
C 0.505 2.514 -0.758
C 1.305 1.946 -1.899
H 2.300 -3.817 1.558
H 1.853 -2.849 0.137
H 0.668 -3.146 1.423
H 3.106 -2.856 3.504
H 4.095 -0.890 4.582
H 3.827 1.365 3.515
H 2.415 1.661 1.514
H -1.501 0.063 2.095
H -3.535 -1.231 2.488
H -4.082 -3.142 0.994
H -2.564 -3.736 -0.842
H -0.111 -3.739 -1.508
H 0.695 -2.204 -1.649
H -0.809 -2.530 -2.560
H -0.480 1.709 2.415
H -1.049 4.083 2.439
H -0.634 5.479 0.431
H 0.433 4.502 -1.558
H 2.366 2.083 -1.679
H 1.114 2.466 -2.843
S 3.156 -0.686 -2.347
C 3.987 0.288 -1.240
N 4.554 0.924 -0.458
C -2.753 1.476 -1.731
C -2.247 0.469 -2.701
C -3.143 -0.165 -3.701
O -1.047 0.157 -2.692
H -3.828 1.608 -1.794
H -2.259 2.431 -1.935
H -2.464 1.187 -0.717
H -4.142 0.259 -3.692
H -3.211 -1.237 -3.492
H -2.706 -0.068 -4.697

Output
Total charge: +2
Energy above the lowest of the compared OMol25 structures with the same formula, charge and spin (eV): 1.6640
LUMO level (spin up / spin down) (eV): -7.0 / -10.1
M (g mol⁻¹): 517.5
Expectation value of S²: 3.797
Spin multiplicity: 4
HOMO (spin up / spin down) (eV): -14.341 / -14.329


Record 8
C4H7IN2 | ωB97M-V with the def2-TZVPD basis set

Element x y z (Å)
C -0.388 -1.560 -0.140
C -0.340 -0.154 -0.567
C 0.067 -1.997 1.166
C 0.227 2.075 -0.237
N 0.288 0.687 0.100
N 0.724 -2.479 -0.070
I 2.714 -1.976 -0.577
H -1.277 -1.925 -0.616
H -1.042 0.004 -1.299
H 0.555 -1.249 1.734
H -0.339 -2.811 1.656
H -0.634 2.284 0.351
H 1.084 2.437 0.226
H 0.284 2.294 -1.264

Output
Energy above the lowest of the compared OMol25 structures with the same formula, charge and spin (eV): 3.2018
LUMO level (eV): -0.1
M (g mol⁻¹): 210.0
Spin multiplicity: 1
HOMO (eV): -8.729
SMILES string: C/N=C/[C@@H]1CN1I


Record 9
C5H5NO | ωB97M-V with the def2-TZVPD basis set

Element x y z (Å)
O -1.734 -0.968 1.935
C -0.988 -0.933 0.984
C -0.588 0.396 0.382
C 0.884 0.726 0.459
C 0.237 0.539 -0.881
C 0.521 -0.627 -1.681
N 0.743 -1.557 -2.333
H -0.524 -1.846 0.567
H -1.370 1.160 0.489
H 1.601 -0.050 0.757
H 1.192 1.719 0.765
H 0.027 1.442 -1.443

Output
Energy above the lowest of the compared OMol25 structures with the same formula, charge and spin (eV): 1.4552
LUMO level (eV): 0.6
M (g mol⁻¹): 95.1
Spin multiplicity: 1
HOMO (eV): -10.325
SMILES string: N#C[C@@H]1C[C@@H]1C=O


Record 10
CH3O2S | ωB97M-V with the def2-TZVPD basis set

Element x y z (Å)
S 1.312 -0.460 -1.784
H 0.659 -1.519 -1.952
O -1.687 0.685 2.192
C -0.780 0.703 1.323
O -0.465 -0.259 0.523
H -0.241 1.579 1.206
H 0.479 -0.317 -0.370

Output
Total charge: -1
Energy above the lowest of the compared OMol25 structures with the same formula, charge and spin (eV): 0.5935
LUMO level (eV): 4.1
M (g mol⁻¹): 79.1
Spin multiplicity: 1
HOMO (eV): -4.371


Record 11
C6H6 | ωB97M-V with the def2-TZVPD basis set

Element x y z (Å)
C 2.670 0.863 0.427
C 1.539 0.559 0.706
C 0.155 0.163 0.990
C -0.302 -0.834 -0.036
C -1.328 -0.643 -0.907
C -2.025 0.613 -0.876
H 3.670 1.144 0.181
H -0.517 1.025 0.967
H 0.108 -0.304 1.983
H -1.531 -1.455 -1.612
H 0.279 -1.757 -0.081
H -2.719 0.626 -1.742

Output
Energy above the lowest of the compared OMol25 structures with the same formula, charge and spin (eV): 6.2232
LUMO level (spin up / spin down) (eV): -1.0 / -1.0
M (g mol⁻¹): 78.1
Spin multiplicity: 1
HOMO (spin up / spin down) (eV): -8.488 / -8.475


Record 12
C7H21N2OSi | ωB97M-V with the def2-TZVPD basis set

Element x y z (Å)
C 1.413 -3.403 -0.730
C 2.215 0.820 1.907
C 2.052 1.766 -1.188
C -2.973 1.612 0.434
C -2.044 0.579 -0.265
C 0.153 -2.882 0.044
C 0.467 -0.552 -0.296
N -4.189 1.935 -0.145
N -0.709 0.537 0.300
O 0.413 -1.617 0.523
Si 2.200 0.365 0.053
H 1.864 -2.728 -1.406
H 2.088 -3.342 0.132
H 1.274 -4.413 -0.989
H 1.411 1.504 2.202
H 1.819 -0.063 2.427
H 3.241 1.148 2.148
H 1.806 2.750 -0.857
H 3.028 1.763 -1.495
H 1.438 1.585 -2.066
H -3.001 1.218 1.424
H -2.365 2.581 0.450
H -1.801 0.738 -1.356
H -2.537 -0.287 -0.026
H -0.076 -3.443 0.989
H -0.737 -2.776 -0.650
H 0.288 -0.809 -1.314
H -4.076 2.601 -0.925
H -4.952 1.217 -0.239
H -0.675 0.532 1.323
H -0.328 1.444 0.269
H 3.294 -0.382 -0.675

Output
Total charge: +1
Energy above the lowest of the compared OMol25 structures with the same formula, charge and spin (eV): 3.2940
LUMO level (eV): -2.7
M (g mol⁻¹): 177.3
Spin multiplicity: 1
HOMO (eV): -12.558
SMILES string: CCO[C@@H]([NH2+]CCN)[SiH](C)C